Entry 1:
Formula: C27H30BrN3O3P2Pd
Source: the OMol25 dataset
Level of theory: ωB97M-V/def2-TZVPD

As for the net charge: +4. The frontier orbital gap (alpha / beta) is 5.012 / 5.012 eV. The HOMO energy (alpha / beta) is -18.52 / -18.52 eV.

Geometry (Å):
Pd -0.471 0.175 0.575
O -1.116 0.903 3.264
N 0.074 0.747 2.587
C 1.140 1.188 3.129
C 2.493 0.995 2.648
C 3.502 1.282 3.561
C 4.833 0.984 3.289
C 5.172 0.361 2.101
C 4.179 0.063 1.173
C 2.842 0.399 1.424
P 1.863 0.197 -0.033
C 1.995 -1.418 -0.677
C 2.263 -1.682 -2.033
C 2.496 -2.982 -2.431
C 2.459 -4.014 -1.491
C 2.201 -3.755 -0.143
C 1.973 -2.462 0.274
C 1.841 1.588 -1.085
C 2.401 2.782 -0.580
C 2.465 3.895 -1.391
C 1.984 3.830 -2.697
C 1.417 2.654 -3.197
C 1.331 1.537 -2.398
H -0.993 1.498 4.027
H 1.057 1.652 4.113
H 3.243 1.725 4.516
H 5.596 1.226 4.018
H 6.201 0.107 1.882
H 4.466 -0.409 0.240
H 2.353 -0.883 -2.753
H 2.737 -3.195 -3.463
H 2.661 -5.029 -1.810
H 2.219 -4.562 0.576
H 1.820 -2.250 1.327
H 2.813 2.820 0.420
H 2.911 4.808 -1.020
H 2.055 4.700 -3.338
H 1.053 2.620 -4.215
H 0.873 0.638 -2.784
N -3.202 -4.773 0.837
C -2.881 -3.370 1.295
P -2.929 -2.269 -0.216
O -3.408 -3.193 -1.284
O -1.629 -1.491 -0.315
C -4.351 -1.075 -0.012
N -5.318 -1.347 -1.143
H -3.491 -4.710 -0.160
H -3.947 -5.213 1.383
H -2.394 -5.397 0.885
H -1.898 -3.366 1.759
H -3.611 -3.074 2.045
H -4.019 -0.040 -0.063
H -4.882 -1.217 0.928
H -6.289 -1.414 -0.831
H -5.031 -2.242 -1.585
H -5.288 -0.625 -1.865
Br -3.937 5.095 -2.052
C -2.931 3.715 -1.282
C -2.653 2.570 -2.025
C -1.904 1.540 -1.470
C -1.450 1.726 -0.185
C -1.712 2.825 0.594
C -2.471 3.840 0.025
H -3.017 2.480 -3.041
H -1.702 0.642 -2.040
H -1.357 2.925 1.612
H -2.699 4.726 0.602

Just the Löwdin charges please, in e? Sure, here they are:
1. Pd 0.8837
2. O -0.0105
3. N -0.1039
4. C -0.0287
5. C -0.1950
6. C 0.0317
7. C 0.0270
8. C 0.0164
9. C -0.0300
10. C -0.3023
11. P 1.1393
12. C -0.3571
13. C -0.0327
14. C -0.0038
15. C 0.0214
16. C -0.0245
17. C -0.0760
18. C -0.3365
19. C -0.0373
20. C -0.0062
21. C 0.0311
22. C -0.0114
23. C -0.0827
24. H 0.1339
25. H 0.1621
26. H 0.1411
27. H 0.1442
28. H 0.1421
29. H 0.1312
30. H 0.1102
31. H 0.1376
32. H 0.1385
33. H 0.1294
34. H 0.1165
35. H 0.1170
36. H 0.1364
37. H 0.1406
38. H 0.1353
39. H 0.1071
40. N 0.1654
41. C -0.1448
42. P 0.4836
43. O -0.3128
44. O -0.4096
45. C -0.1415
46. N 0.1685
47. H 0.1316
48. H 0.1824
49. H 0.1787
50. H 0.1038
51. H 0.1106
52. H 0.0909
53. H 0.1122
54. H 0.1829
55. H 0.1332
56. H 0.1770
57. Br 0.8997
58. C -0.6716
59. C -0.0947
60. C -0.1135
61. C -0.2044
62. C -0.0619
63. C -0.0733
64. H 0.1234
65. H 0.1103
66. H 0.1090
67. H 0.1300



Entry 2:
Formula: C27H30CaCl2N5O4S
Source: the OMol25 dataset
Level of theory: ωB97M-V/def2-TZVPD

As for the net charge: -1. The frontier orbital gap is 6.191 eV. The HOMO energy is -3.79 eV.

Geometry (Å):
Ca 0.589 0.259 -1.192
O 0.741 2.173 -1.795
C 1.163 3.173 -1.137
C 0.504 4.434 -1.222
C 0.943 5.536 -0.538
C 2.070 5.466 0.287
C 2.733 4.268 0.402
C 2.322 3.123 -0.294
C 3.047 1.909 -0.126
N 2.739 0.792 -0.657
C 3.541 -0.356 -0.388
C 2.615 -1.509 0.003
N 1.689 -1.704 -1.051
C 1.454 -2.849 -1.542
C 0.510 -3.077 -2.596
C 0.302 -4.376 -3.080
C -0.617 -4.650 -4.066
C -1.382 -3.605 -4.591
C -1.211 -2.325 -4.144
C -0.239 -1.982 -3.154
O -0.074 -0.774 -2.824
H -0.390 4.483 -1.832
H 0.415 6.479 -0.633
H 2.396 6.339 0.839
H 3.577 4.181 1.078
H 3.950 1.977 0.505
H 4.276 -0.174 0.419
H 4.087 -0.637 -1.304
H 2.051 -1.194 0.889
H 3.205 -2.410 0.246
H 1.972 -3.747 -1.148
H 0.893 -5.190 -2.672
H -0.740 -5.659 -4.436
H -2.113 -3.818 -5.362
H -1.799 -1.510 -4.546
Cl -1.789 1.583 -3.202
C -2.810 1.942 -1.802
Cl -1.875 1.784 -0.299
H -3.620 1.215 -1.784
H -3.169 2.966 -1.893
C 0.676 5.100 3.303
C 0.761 3.699 3.840
C 1.075 3.468 5.183
C 1.131 2.137 5.571
N 0.950 1.136 4.745
C 0.691 1.443 3.454
S 0.521 0.158 2.380
N 0.559 2.708 2.998
H 0.106 5.743 3.976
H 0.217 5.091 2.319
H 1.682 5.513 3.206
H 1.259 4.275 5.878
H 1.330 1.861 6.604
O -2.755 -1.366 -1.242
C -1.700 -1.765 -0.543
O -0.827 -1.026 -0.188
C -1.725 -3.259 -0.180
N -3.039 -3.799 -0.552
C -3.765 -4.149 0.671
C -3.051 -3.375 1.782
C -1.588 -3.411 1.340
H -0.899 -3.733 -0.718
H -2.974 -4.577 -1.196
H -3.326 -2.168 -1.354
H -3.724 -5.225 0.882
H -4.814 -3.862 0.562
H -3.203 -3.834 2.757
H -3.404 -2.343 1.802
H -1.130 -4.368 1.600
H -0.988 -2.606 1.763

Just the Löwdin charges please, in e? Sure, here they are:
1. Ca 1.2502
2. O -0.3360
3. C -0.3983
4. C -0.0271
5. C -0.1126
6. C -0.1523
7. C -0.0654
8. C -0.1456
9. C -0.1063
10. N -0.0886
11. C -0.2231
12. C -0.2420
13. N -0.0832
14. C -0.1112
15. C -0.1750
16. C -0.0841
17. C -0.1370
18. C -0.1128
19. C -0.0183
20. C -0.3913
21. O -0.2713
22. H 0.1000
23. H 0.0953
24. H 0.0876
25. H 0.1069
26. H 0.1291
27. H 0.1162
28. H 0.1203
29. H 0.0291
30. H 0.1188
31. H 0.1323
32. H 0.1031
33. H 0.0825
34. H 0.0939
35. H 0.1049
36. Cl 0.6050
37. C -0.9350
38. Cl 0.6318
39. H 0.0165
40. H 0.0237
41. C -0.0477
42. C -0.3653
43. C -0.0651
44. C -0.1954
45. N 0.0111
46. C -0.9177
47. S 0.5580
48. N 0.0853
49. H 0.0701
50. H 0.0637
51. H 0.0702
52. H 0.0844
53. H 0.0906
54. O 0.1120
55. C -0.4803
56. O -0.1408
57. C -0.2108
58. N -0.0291
59. C -0.1986
60. C -0.1551
61. C -0.1089
62. H 0.1375
63. H 0.1234
64. H 0.1119
65. H 0.1113
66. H 0.1076
67. H 0.1098
68. H 0.1201
69. H 0.1189
70. H 0.0983



Relative energy (zero: lowest compared OMol25 entry of this formula, charge and spin) across the listed records, respectively: 10.0, 63.1 kcal/mol.